(1)
Computed, not measured: a structure of composition C19H20BrF6N3O5S2W, with ωB97M-V/def2-TZVPD.

energy	-144568.5790	eV
HOMO energy (spin up / spin down)	-5.545 / -6.431	eV
maximum force	4.1	eV/A
spin multiplicity	3
HOMO-LUMO gap (spin up / spin down)	2.724 / 3.814	eV
energy relative to the best compared isomer or geometry (same formula, charge and spin)	80.3	kcal/mol

Structure (XYZ):
```
57
Properties=species:S:1:pos:R:3:forces:R:3:mulliken_spin:R:1
W -10.126141 -13.276462 5.394433 0.800 1.452 2.305 0.087
Br -8.781527 -8.017531 9.057813 0.033 -0.048 0.288 0.000
S -14.251514 -12.697159 5.942813 3.888 1.121 -0.229 -0.081
S -13.193664 -14.985216 2.979003 -2.080 1.634 -0.173 0.199
F -16.082161 -15.693930 2.989818 2.167 -1.001 0.083 0.031
F -16.221285 -10.924933 4.975064 0.442 1.030 0.121 -0.006
F -14.191903 -10.287999 4.346207 -0.573 -0.383 0.631 -0.004
F -14.869722 -17.110841 4.222797 0.128 1.456 -1.853 0.021
F -14.727978 -17.174494 2.011511 -0.304 0.970 1.114 0.030
F -14.784684 -9.994612 6.428624 -0.423 -0.336 -0.910 -0.004
O -7.130639 -18.593861 8.608963 -1.675 0.446 -0.103 0.013
O -14.585694 -13.910226 5.216982 -1.639 -0.355 -0.825 -0.001
O -13.860605 -13.768205 2.508721 0.879 -1.398 0.279 0.191
O -12.169312 -15.550702 2.135569 0.168 -0.444 0.051 0.133
O -14.580211 -12.728764 7.344150 -1.281 0.239 1.462 -0.037
N -11.724916 -13.172323 5.122102 -2.637 -1.380 -1.572 0.134
N -9.319780 -19.308245 8.931668 0.384 2.266 -0.283 0.003
N -9.543808 -15.077406 6.219452 -1.411 -0.097 1.153 0.015
C -8.336216 -18.374126 8.550368 0.538 -1.037 0.196 0.001
C -10.196954 -17.031253 7.434602 0.593 0.058 0.407 -0.012
C -9.209892 -10.878250 2.369400 -0.906 -0.642 -0.293 0.036
C -9.899615 -10.702990 8.839407 0.293 0.944 -1.105 0.008
C -8.890883 -17.128356 7.913326 0.510 -0.154 0.075 0.052
C -10.326532 -10.425711 6.063552 0.222 1.202 0.067 0.000
C -8.013784 -12.945000 1.750941 0.684 0.208 -0.926 0.029
C -14.891668 -16.344417 3.072369 -0.924 -0.876 0.436 0.335
C -14.928743 -10.808992 5.359206 -0.574 -1.564 0.188 -0.061
C -9.497236 -13.087172 3.564293 -1.888 -0.977 -2.115 0.509
C -8.000065 -16.074488 7.677702 0.794 0.112 -0.270 0.006
C -10.510836 -15.939725 6.689908 0.369 0.614 -1.493 0.050
C -7.497045 -11.923394 3.960652 0.976 0.556 0.092 0.075
C -8.312052 -15.106683 6.751434 -0.101 -1.030 1.214 0.021
C -9.836007 -9.341080 6.798025 0.094 -0.022 0.740 0.014
C -10.328182 -11.654853 6.677236 -0.090 -1.034 0.059 0.089
C -8.591783 -12.161816 2.931301 1.001 -0.589 -0.378 0.108
C -9.536014 -9.493361 8.173013 -0.989 -1.181 -0.880 -0.004
C -10.312449 -11.784198 8.057781 0.928 0.651 0.234 -0.041
H -7.153945 -12.361622 1.373880 -0.197 -0.449 -0.110 0.008
H -9.351925 -11.043278 1.303982 0.096 0.285 -0.135 0.000
H -8.747544 -13.047506 0.918662 0.406 0.035 0.696 -0.001
H -10.777992 -10.271744 5.071570 0.730 -0.160 0.215 -0.008
H -11.520543 -15.773769 6.328050 0.153 0.096 -0.066 0.014
H -10.574867 -12.742409 8.492182 0.214 0.036 0.265 0.003
H -7.681973 -13.949891 2.042005 0.073 0.243 -0.054 -0.016
H -8.549887 -10.049407 2.519975 0.201 0.632 0.139 0.002
H -9.792796 -10.809787 9.899552 -0.026 0.136 0.399 0.001
H -7.577137 -14.341750 6.559968 -0.157 0.278 -0.510 0.003
H -7.102890 -12.843197 4.404267 -0.145 -0.198 -0.231 -0.019
H -10.982095 -17.744741 7.597372 0.031 -0.361 0.238 0.000
H -6.650067 -11.467489 3.454706 0.240 0.285 0.115 0.002
H -10.070148 -18.821767 9.426357 0.017 -0.577 -0.224 0.000
H -10.224953 -10.693341 2.729377 0.269 0.241 0.377 -0.004
H -7.011435 -15.991560 8.144010 -0.474 -0.582 -0.163 0.001
H -10.026989 -13.796000 2.869123 0.304 0.616 0.454 0.072
H -7.775041 -11.280678 4.797905 -0.272 0.188 -0.100 0.002
H -8.891755 -20.009517 9.477555 0.315 -1.083 0.686 0.000
H -9.664639 -8.386958 6.305556 -0.175 -0.070 0.220 0.001
```
Forces are in eV/Å.


(2)
Computed, not measured: a cluster of 2 separate species, C8H18NO in total, with ωB97M-V/def2-TZVPD.

energy	-12118.2699	eV
HOMO energy	-14.390	eV
maximum force	1.1	eV/A
spin multiplicity	1
total charge	+1
HOMO-LUMO gap	10.752	eV
energy relative to the best compared isomer or geometry (same formula, charge and spin)	6.2	kcal/mol

Structure (XYZ):
```
28
Properties=species:S:1:pos:R:3:forces:R:3:nbo_charge:R:1
O 3.647150 0.701572 0.123955 0.094 0.285 -0.021 -0.542
N 0.705516 0.830058 0.314509 0.052 0.427 0.216 -0.435
C -3.733393 0.766590 -0.005653 0.127 0.126 0.141 -0.597
C -0.007432 -1.287260 1.194165 0.091 0.105 -0.106 -0.623
C -1.421548 -0.039596 -0.516976 0.110 0.132 0.350 -0.399
C -2.283139 0.751323 0.468022 -0.073 -0.174 -0.222 -0.411
C 0.007100 -0.406497 -0.055062 -0.626 -0.777 -0.455 0.113
C 4.315935 -0.292194 0.190436 0.518 -0.466 0.134 0.334
C 0.728048 -1.118290 -1.196785 0.005 0.152 0.151 -0.629
C 1.575243 1.465308 -0.363375 -0.358 0.315 -0.107 0.158
H 1.000685 -1.602657 1.452581 0.116 -0.039 0.050 0.221
H -1.921285 1.779617 0.547363 0.047 0.020 0.095 0.195
H -0.435821 -0.769700 2.048785 -0.045 0.040 0.113 0.220
H -1.928107 -0.978145 -0.744708 0.039 -0.081 -0.072 0.228
H 3.894883 -1.306346 0.136908 -0.204 -0.039 -0.050 0.121
H -4.348271 1.345420 0.677344 -0.115 0.050 0.004 0.226
H 1.984524 2.395809 0.001667 -0.038 -0.044 0.139 0.239
H 0.330749 -2.125124 -1.297640 -0.067 -0.003 0.009 0.253
H 0.581823 -0.611054 -2.147129 0.012 0.048 -0.117 0.225
H 5.402988 -0.242789 0.321437 0.113 0.103 0.013 0.147
H 1.793454 -1.199533 -0.998193 0.150 -0.078 0.015 0.210
H -4.129877 -0.245224 -0.043693 -0.066 -0.084 -0.025 0.211
H -1.349617 0.525961 -1.448631 0.019 -0.047 -0.093 0.213
H -0.603512 -2.176557 1.011024 -0.060 -0.044 -0.043 0.245
H -3.816732 1.205070 -0.997550 -0.037 0.038 -0.090 0.211
H 0.446506 1.167852 1.240098 0.169 0.162 -0.164 0.432
H 1.817725 1.168094 -1.372296 -0.044 -0.159 0.049 0.229
H -2.253584 0.298288 1.459392 0.072 0.032 0.085 0.202
```
Forces are in eV/Å.


(3)
Computed, not measured: a structure of composition C4H4Br2FN, with ωB97M-V/def2-TZVPD.

energy	-148503.9657	eV
HOMO energy	-9.805	eV
maximum force	4.5	eV/A
spin multiplicity	1
HOMO-LUMO gap	10.237	eV
energy relative to the best compared isomer or geometry (same formula, charge and spin)	0.0	kcal/mol

Structure (XYZ):
```
12
Properties=species:S:1:pos:R:3:forces:R:3:nbo_charge:R:1
Br -2.053209 1.310314 0.545678 0.274 -0.167 -0.052 0.075
Br -1.950582 -1.820465 0.076939 0.201 0.190 -0.024 0.054
F -0.672126 1.005676 -1.973447 -0.230 0.198 -0.315 -0.333
N 1.434979 0.287939 0.751351 1.112 0.303 0.696 -0.378
C -0.863028 -0.189182 0.133774 -0.524 -0.108 0.314 -0.178
C 0.232323 -0.306746 1.237250 -0.447 -0.226 0.177 -0.306
C 1.419533 0.579882 -0.450632 -3.930 -1.207 -1.795 0.109
C -0.141485 0.057002 -1.175692 3.428 0.890 1.263 0.097
H -0.055254 0.212172 2.155166 -0.168 -0.173 -0.138 0.234
H 0.419982 -1.353847 1.492130 -0.042 0.090 -0.077 0.230
H 2.177310 1.060644 -1.029810 0.505 0.192 -0.208 0.199
H 0.051559 -0.843390 -1.762708 -0.177 0.017 0.159 0.195
```
Forces are in eV/Å.


(4)
Computed, not measured: a structure of composition C4H8N2O, with ωB97M-V/def2-TZVPD.

energy	-9304.2889	eV
HOMO energy	-9.759	eV
maximum force	0.5	eV/A
spin multiplicity	1
HOMO-LUMO gap	10.700	eV
energy relative to the best compared isomer or geometry (same formula, charge and spin)	48.5	kcal/mol

Structure (XYZ):
```
15
Properties=species:S:1:pos:R:3:forces:R:3:nbo_charge:R:1
O 0.043001 -1.563993 -0.289934 -0.057 -0.095 0.075 -0.514
N -1.632169 -0.849068 1.266580 0.110 -0.205 -0.393 -0.703
N -1.027940 1.708137 -0.295486 0.032 -0.074 0.051 -0.821
C 0.748585 -0.335672 -0.694037 0.295 0.097 -0.136 0.094
C -0.969933 -0.773704 0.201406 -0.313 0.065 0.371 0.549
C -0.671178 0.378951 -0.700991 -0.033 -0.171 -0.128 -0.133
C 1.783236 -0.099464 0.389295 -0.035 0.127 0.002 -0.642
H -1.373074 -1.690924 1.780834 -0.180 -0.054 -0.018 0.357
H 2.429652 0.761680 0.209440 -0.170 0.004 -0.063 0.222
H -1.052219 0.180435 -1.708141 0.013 -0.067 0.163 0.212
H 1.303433 0.001930 1.368998 0.051 0.098 -0.158 0.218
H 1.207497 -0.444143 -1.682006 -0.126 -0.066 0.151 0.187
H 2.408085 -1.001076 0.427477 -0.064 0.244 -0.019 0.226
H -1.435434 1.678557 0.636422 0.217 0.006 -0.028 0.381
H -1.761536 2.048358 -0.909855 0.260 0.092 0.129 0.367
```
Forces are in eV/Å.


(5)
Computed, not measured: a structure of composition C24H14AsF5N2O7PtS, with ωB97M-V/def2-TZVPD.

energy	-130935.6879	eV
HOMO energy	-2.035	eV
maximum force	2.4	eV/A
spin multiplicity	1
total charge	-2
HOMO-LUMO gap	5.871	eV
energy relative to the best compared isomer or geometry (same formula, charge and spin)	12.2	kcal/mol

Structure (XYZ):
```
55
Properties=species:S:1:pos:R:3:forces:R:3:nbo_charge:R:1
Pt -0.203418 -0.135103 -0.316646 1.820 -1.481 0.153 0.958
As -1.534589 0.449241 2.612740 0.444 1.660 1.007 2.452
S -3.109608 -1.334574 0.422923 -0.982 -0.915 -0.148 2.400
F -2.355505 4.631491 -0.525834 -0.060 -0.001 0.014 -0.333
F -1.673962 6.798167 -1.937373 -0.044 0.026 0.013 -0.326
F 2.241166 4.655381 -3.436154 0.061 -0.023 -0.011 -0.323
F 0.604995 6.858824 -3.437741 0.034 -0.001 -0.016 -0.330
F 1.623005 2.475532 -2.017822 0.065 -0.170 -0.081 -0.326
O -0.272125 -0.262018 1.767847 0.094 -0.198 -1.199 -1.143
O -0.824988 2.124518 2.920599 -0.192 -0.490 -0.277 -1.057
O -2.806106 -1.625282 1.812518 0.237 0.169 0.023 -0.977
O -1.787584 -0.030825 4.148250 -0.270 -0.449 0.080 -1.164
O -4.317984 -1.975819 -0.066563 0.147 0.147 -0.114 -1.005
O -0.822357 2.330865 -0.629008 -0.138 0.674 -0.227 -0.767
O -1.969536 -1.585352 -0.493119 -0.224 0.897 0.123 -1.018
N 1.444692 -0.460151 -2.621961 -0.978 0.334 -0.695 -0.176
N 0.229127 -0.244768 -2.294047 1.187 -0.043 1.188 -0.215
C 1.097426 4.630800 -2.718513 -0.142 0.101 0.049 0.265
C -2.490055 0.041553 -5.477612 0.005 0.022 0.181 -0.223
C -0.217393 -0.071972 -4.693418 0.118 -0.071 0.485 -0.220
C -1.124839 -0.013085 -5.730928 -0.039 -0.009 -0.160 -0.233
C -3.382947 2.473124 1.664738 0.091 -0.067 0.107 -0.171
C -1.214420 4.583956 -1.241858 0.105 0.039 -0.141 0.249
C 2.640077 0.009227 0.788569 0.648 -0.023 0.308 -0.251
C -3.468980 0.412951 0.440877 0.052 -0.064 0.347 -0.262
C 0.756461 3.507317 -1.996816 -0.083 -0.019 0.099 0.205
C -0.873535 5.708076 -1.961350 0.043 -0.059 0.026 0.247
C -4.393528 0.949963 -0.440118 0.088 -0.013 -0.052 -0.221
C -4.328998 3.003355 0.804073 -0.089 0.023 -0.036 -0.198
C -2.945228 1.169312 1.484246 0.030 -0.303 -0.311 -0.392
C -2.028388 0.026255 -3.115092 0.379 -0.081 0.363 -0.193
C 1.776342 -0.117871 -0.287725 -1.436 0.222 -0.378 -0.137
C -4.810740 2.257856 -0.262787 -0.030 0.051 0.027 -0.215
C -2.929224 0.083355 -4.161670 -0.106 0.060 -0.292 -0.203
C -0.661317 -0.098050 -3.359982 -0.873 0.006 -1.368 0.195
C 2.298366 -0.404088 -1.571356 0.732 -0.001 1.227 0.077
C -0.448623 3.373465 -1.235927 -0.241 -0.063 0.056 0.297
C 3.679705 -0.573267 -1.749385 -0.207 -0.007 -0.194 -0.191
C 0.282448 5.749725 -2.720842 0.034 0.012 0.005 0.165
C 4.521026 -0.443968 -0.667001 0.257 -0.071 -0.142 -0.281
C 4.006948 -0.149782 0.599918 -0.416 0.041 -0.050 -0.190
H -3.989037 0.155304 -3.951173 0.016 -0.008 0.066 0.207
H 0.846046 -0.106103 -4.873534 0.006 -0.026 -0.089 0.230
H -4.679726 4.017407 0.949950 0.053 0.021 -0.016 0.202
H -5.525758 2.695164 -0.949347 -0.013 -0.003 0.000 0.197
H -0.766187 -0.012181 -6.753953 0.021 0.009 0.018 0.197
H -2.372763 0.045661 -2.094885 -0.023 0.002 0.041 0.246
H -0.168117 1.946571 3.603678 -0.087 0.067 0.048 0.467
H -4.792245 0.331783 -1.234546 -0.034 -0.028 0.041 0.224
H -3.201896 0.058367 -6.293753 0.009 0.045 -0.010 0.196
H 4.682515 -0.043192 1.441099 0.011 -0.010 0.007 0.194
H -2.966546 3.055261 2.474771 0.007 0.046 -0.059 0.241
H 2.246443 0.217858 1.775126 -0.115 0.003 -0.061 0.237
H 5.589094 -0.571006 -0.802844 -0.003 0.020 0.016 0.192
H 4.058868 -0.789127 -2.741536 0.031 -0.005 0.010 0.201
```
Forces are in eV/Å.


(6)
Computed, not measured: an isolated molecule of C7H12O, with ωB97M-V/def2-TZVPD.

energy	-9498.6112	eV
HOMO energy	-9.241	eV
maximum force	6.7	eV/A
spin multiplicity	1
HOMO-LUMO gap	10.094	eV
energy relative to the best compared isomer or geometry (same formula, charge and spin)	50.9	kcal/mol
SMILES string	C=C(CC)CCC=O

Structure (XYZ):
```
20
Properties=species:S:1:pos:R:3:forces:R:3:nbo_charge:R:1
O -0.932589 1.282676 2.885398 0.612 -2.087 -0.155 -0.502
C 0.621090 -0.123756 -2.574666 -1.919 -0.521 0.238 -0.611
C -1.568978 -0.390963 1.239475 2.443 -0.473 0.114 -0.494
C -0.462932 -0.971319 0.304379 1.664 -0.128 0.360 -0.440
C -0.933508 0.095705 2.571991 -3.358 4.701 -3.416 0.446
C 0.594371 0.873132 -1.400773 -4.340 -3.280 0.909 -0.421
C 0.602595 0.112336 -0.048289 1.233 1.760 0.095 0.030
C 1.543277 0.525964 0.843944 0.010 2.827 -4.445 -0.398
H -0.770915 -0.674964 3.194076 1.510 -2.796 2.857 0.110
H 0.093017 -1.846782 0.751756 -0.593 0.916 0.018 0.214
H 2.274699 1.490110 0.626881 -2.020 -2.886 0.610 0.209
H 0.851411 0.433207 -3.469521 0.161 -0.214 -0.503 0.214
H 1.281365 1.595364 -1.497136 3.089 2.263 0.166 0.205
H -2.072577 0.345982 0.676539 -0.457 1.351 -0.187 0.220
H -0.913590 -1.421306 -0.572094 -0.157 0.258 -0.342 0.222
H 1.208457 -1.056438 -2.484817 0.295 0.857 0.206 0.212
H -2.281398 -1.161675 1.425424 -0.526 -0.776 0.496 0.216
H 1.673002 -0.049192 1.654377 0.721 -1.494 3.357 0.175
H -0.371019 1.458034 -1.461508 0.619 -0.673 -0.103 0.196
H -0.435780 -0.516116 -2.665435 1.016 0.397 -0.275 0.197
```
Forces are in eV/Å.